# 1
This record from OMol25 describes a single C4H9NO2 molecule at a distorted geometry. The level of theory is the ωB97M-V functional and the def2-TZVPD basis.

```
16
C4H9NO2 (the ωB97M-V functional and the def2-TZVPD basis)
C 0.918 -1.823 1.592
C 0.075 -1.120 0.527
O 0.513 -1.601 -0.740
C 0.238 0.405 0.626
C -0.422 1.152 -0.506
N -0.785 2.433 -0.202
O -0.607 0.684 -1.611
H 1.814 -2.145 1.068
H 0.432 -2.683 2.060
H 1.215 -1.138 2.369
H -0.975 -1.432 0.583
H 0.195 -0.971 -1.403
H 1.303 0.519 0.443
H -0.080 0.779 1.593
H -1.538 2.866 -0.700
H -0.455 2.809 0.665
```

SMILES: C[C@H](O)CC(N)=O
HOMO level, eV: -9.90
Kohn-Sham gap, eV: 10.6
LUMO energy, eV: 0.75
E, Eh: -363.0624

***

# 2
This record from OMol25 describes a molecular structure, C3H3ClNO at a distorted geometry. The level of theory is the ωB97M-V functional and the def2-TZVPD basis.

```
9
C3H3ClNO (the ωB97M-V functional and the def2-TZVPD basis)
C -0.555 -0.856 -0.249
C -0.995 0.399 -0.560
C 0.526 -0.305 0.593
N 0.056 1.002 0.125
O 0.479 2.092 0.225
Cl 2.454 -0.822 -0.160
H -0.829 -1.857 -0.536
H -1.821 0.846 -1.086
H 0.684 -0.499 1.646
```

Net charge: +1
HOMO level, eV: -15.96
Kohn-Sham gap, eV: 8.1
LUMO energy, eV: -7.82
E, Eh: -705.8352

***

# 3
This record from OMol25 describes a molecular structure, C9H16I2N5OPd at a distorted geometry. The level of theory is the ωB97M-V functional and the def2-TZVPD basis.

```
34
C9H16I2N5OPd (the ωB97M-V functional and the def2-TZVPD basis)
Pd 0.024 0.034 0.176
N 2.353 0.150 -0.029
C 2.884 0.088 1.342
C 2.664 -1.282 1.981
C 1.190 -1.632 2.264
C 0.609 -2.719 1.350
N 0.436 -2.227 -0.029
H 2.845 -0.520 -0.618
H 2.539 1.079 -0.406
H 2.389 0.864 1.935
H 3.960 0.304 1.342
H 3.212 -1.272 2.922
H 3.119 -2.048 1.349
H 0.555 -0.716 2.185
H 1.099 -1.997 3.286
H -0.378 -3.005 1.726
H 1.252 -3.608 1.368
H -0.256 -2.794 -0.518
H 1.314 -2.315 -0.542
I -2.460 1.147 0.130
C -4.068 -0.306 0.066
I -3.299 -2.293 0.151
H -4.613 -0.178 -0.865
H -4.710 -0.141 0.926
N 0.236 3.484 -1.209
C 0.770 3.234 0.002
O 0.466 2.220 0.656
C 1.767 4.162 0.500
C 1.984 5.382 -0.130
N 2.131 6.382 -0.680
C 2.559 3.749 1.568
N 3.225 3.302 2.394
H -0.460 2.844 -1.570
H 0.401 4.347 -1.701
```

Net charge: +1
HOMO level (spin up / spin down), eV: -10.65 / -10.59
Kohn-Sham gap (spin up / spin down), eV: 4.1 / 4.0
LUMO energy (spin up / spin down), eV: -6.51 / -6.61
E, Eh: -1424.5308

***

# 4
This record from OMol25 describes a single C18H16F2N6 molecule at a distorted geometry. The level of theory is the ωB97M-V functional and the def2-TZVPD basis.

```
42
C18H16F2N6 (the ωB97M-V functional and the def2-TZVPD basis)
C 3.099 2.965 -0.019
C 1.664 3.217 0.271
C 0.545 2.463 -0.001
C -0.529 3.214 0.518
N -1.878 2.937 0.455
C -2.428 1.727 0.184
N -1.661 0.644 0.226
C -2.166 -0.549 -0.068
N -1.344 -1.617 0.024
C -0.100 -1.595 0.766
C -0.204 -2.514 1.988
C 1.070 -1.992 -0.106
C 2.135 -1.117 -0.281
C 3.227 -1.471 -1.052
C 3.243 -2.719 -1.646
F 4.308 -3.077 -2.393
C 2.199 -3.612 -1.491
C 1.113 -3.238 -0.720
C -3.516 -0.711 -0.481
C -3.984 -1.985 -0.830
N -4.309 -3.055 -1.098
C -4.341 0.417 -0.490
C -3.798 1.624 -0.135
F -4.562 2.749 -0.114
N -0.102 4.345 1.061
N 1.228 4.327 0.907
H 3.633 3.903 -0.161
H 3.194 2.363 -0.919
H 3.568 2.426 0.805
H 0.482 1.528 -0.513
H -2.497 3.719 0.616
H -1.744 -2.520 -0.184
H 0.033 -0.560 1.094
H 0.722 -2.487 2.555
H -1.019 -2.189 2.630
H -0.391 -3.540 1.680
H 2.111 -0.148 0.194
H 4.058 -0.799 -1.194
H 2.246 -4.579 -1.965
H 0.296 -3.933 -0.599
H -5.381 0.343 -0.769
H 1.777 5.098 1.250
```

SMILES: Cc1cc(Nc2nc(N[C@@H](C)c3ccc(F)cc3)c(C#N)cc2F)n[nH]1
HOMO level, eV: -7.88
Kohn-Sham gap, eV: 8.3
LUMO energy, eV: 0.47
E, Eh: -1223.8125

***

# 5
This record from OMol25 describes 3 unconnected molecules or ions with the total composition C20H43BFN2O5S. The level of theory is the ωB97M-V functional and the def2-TZVPD basis.

```
73
C20H43BFN2O5S (the ωB97M-V functional and the def2-TZVPD basis)
C 2.372 2.088 2.293
O 1.618 1.563 1.228
C 2.424 1.130 0.145
C 3.016 -0.274 0.341
C 2.265 -1.351 -0.448
C 0.772 -1.481 -0.055
C 0.403 -2.848 0.552
C -0.427 -2.775 1.840
C -1.666 -1.871 1.743
C -2.720 -2.392 0.754
B -3.788 -1.257 0.216
S -5.091 -2.170 -0.921
C -2.933 -0.077 -0.560
C -3.566 0.616 -1.779
C -4.701 1.548 -1.476
O -5.690 1.717 -2.162
O -4.496 2.281 -0.349
C -4.653 -0.694 1.505
C -6.063 -0.162 1.251
F -3.933 0.338 2.186
H 2.661 3.125 2.081
H 1.757 2.070 3.193
H 3.284 1.516 2.489
H 1.776 1.142 -0.734
H 3.226 1.861 -0.027
H 4.071 -0.274 0.054
H 2.948 -0.517 1.407
H 2.782 -2.305 -0.311
H 2.353 -1.116 -1.515
H 0.186 -1.353 -0.964
H 0.536 -0.682 0.648
H -0.116 -3.444 -0.197
H 1.336 -3.378 0.778
H 0.217 -2.472 2.676
H -0.791 -3.785 2.067
H -2.121 -1.824 2.739
H -1.368 -0.846 1.512
H -2.233 -2.876 -0.101
H -3.294 -3.177 1.267
H -4.306 -2.488 -1.956
H -2.652 0.712 0.141
H -1.994 -0.527 -0.907
H -3.920 -0.085 -2.534
H -2.811 1.252 -2.269
H -5.356 2.481 0.040
H -4.740 -1.509 2.236
H -6.793 -0.969 1.354
H -6.316 0.616 1.979
H -6.194 0.240 0.245
C 5.064 4.770 1.944
C 5.973 3.946 2.827
O 6.108 2.745 2.681
N 6.649 4.606 3.811
C 6.611 6.017 4.134
H 4.600 4.107 1.223
H 4.285 5.254 2.533
H 5.634 5.531 1.409
H 7.235 4.004 4.367
H 7.604 6.463 4.042
H 6.259 6.172 5.156
H 5.940 6.537 3.460
C -0.551 -4.451 -4.601
C -0.536 -3.137 -3.851
O -0.483 -3.086 -2.639
N -0.600 -1.993 -4.589
C -0.681 -1.854 -6.027
H -0.502 -5.251 -3.869
H -1.467 -4.557 -5.183
H 0.304 -4.528 -5.274
H -0.608 -1.156 -4.027
H 0.167 -1.282 -6.411
H -1.600 -1.340 -6.316
H -0.675 -2.832 -6.498
```

Net charge: -1
HOMO level, eV: -4.09
Kohn-Sham gap, eV: 6.1
LUMO energy, eV: 1.97
E, Eh: -1796.5720